Entry 1:
{"formula": "C34H65AlBrCl2", "method": "ωB97M-V/def2-TZVPD", "e_homo_ev": -5.10, "fmax_ev_per_a": 4.531, "total_energy_ha": -5071.15482, "charge": -1, "orbital_gap_ev": 7.35, "elements": ["C", "C", "C", "C", "C", "C", "C", "Al", "C", "C", "C", "Br", "C", "C", "C", "C", "C", "C", "C", "C", "C", "C", "Cl", "C", "C", "Cl", "H", "H", "H", "H", "H", "H", "H", "H", "H", "H", "H", "H", "H", "H", "H", "H", "H", "H", "H", "H", "H", "H", "H", "H", "H", "H", "H", "H", "H", "H", "H", "H", "H", "H", "H", "H", "H", "C", "C", "C", "C", "C", "C", "H", "H", "H", "H", "H", "H", "H", "H", "H", "H", "H", "H", "H", "H", "C", "C", "C", "C", "C", "C", "H", "H", "H", "H", "H", "H", "H", "H", "H", "H", "H", "H", "H", "H"], "coordinates": [[8.006, 1.765, -0.779], [8.334, 1.288, -2.304], [7.064, 1.561, -3.287], [6.963, 0.384, -4.381], [5.502, -0.259, -4.547], [4.855, -0.798, -3.170], [3.339, -1.304, -3.365], [2.376, -1.819, -1.629], [2.715, -3.861, -1.389], [2.268, -4.353, 0.080], [0.681, -4.433, 0.298], [0.326, -5.598, 1.912], [0.317, -1.628, -1.731], [-0.206, -0.877, -3.058], [-0.482, 0.674, -2.725], [-2.011, 1.116, -2.790], [-2.599, 1.810, -1.504], [-4.076, 2.335, -1.449], [-5.036, 2.199, -2.689], [-4.444, 1.486, -3.936], [-2.965, 0.960, -3.996], [3.166, -0.942, 0.069], [4.987, -1.198, 0.264], [2.787, 0.604, 0.260], [1.429, 0.768, 1.146], [2.767, 1.596, -1.286], [6.910, 2.101, -0.674], [8.644, 2.677, -0.470], [8.184, 0.908, -0.030], [8.577, 0.164, -2.217], [9.300, 1.786, -2.694], [6.124, 1.709, -2.658], [7.292, 2.571, -3.798], [7.779, -0.399, -4.144], [7.261, 0.852, -5.396], [4.825, 0.479, -5.103], [5.612, -1.174, -5.248], [4.847, 0.033, -2.385], [5.529, -1.661, -2.807], [3.407, -2.276, -3.999], [2.780, -0.546, -4.018], [3.860, -3.993, -1.441], [2.142, -4.470, -2.168], [2.721, -3.754, 0.943], [2.669, -5.433, 0.198], [0.154, -4.893, -0.608], [0.254, -3.407, 0.580], [-0.155, -2.680, -1.733], [-0.112, -1.080, -0.821], [0.620, -0.911, -3.847], [-1.136, -1.394, -3.515], [-0.048, 0.903, -1.678], [0.107, 1.295, -3.503], [-1.982, 1.967, -0.549], [-4.450, 2.855, -0.492], [-6.107, 2.608, -2.665], [-5.087, 1.358, -4.881], [-2.599, 0.456, -4.960], [2.675, -1.502, 0.959], [3.618, 1.060, 0.925], [0.930, 1.775, 0.926], [1.696, 0.711, 2.271], [0.675, -0.067, 0.960], [-7.474, 4.737, 0.763], [-7.755, 3.381, 0.130], [-8.808, 3.437, -0.977], [-10.203, 3.887, -0.535], [-10.841, 3.048, 0.575], [-11.076, 1.598, 0.172], [-8.360, 5.143, 1.258], [-6.688, 4.645, 1.517], [-7.139, 5.457, 0.012], [-8.051, 2.668, 0.906], [-6.822, 2.999, -0.299], [-8.878, 2.448, -1.445], [-8.461, 4.116, -1.764], [-10.864, 3.879, -1.409], [-10.161, 4.931, -0.202], [-11.805, 3.496, 0.838], [-10.229, 3.082, 1.482], [-11.719, 1.538, -0.710], [-11.570, 1.057, 0.985], [-10.139, 1.082, -0.046], [3.452, -1.546, 7.705], [2.287, -2.464, 7.363], [2.564, -3.375, 6.168], [2.816, -2.658, 4.839], [1.694, -1.728, 4.374], [0.382, -2.455, 4.111], [3.675, -0.855, 6.889], [3.214, -0.947, 8.588], [4.354, -2.124, 7.922], [1.387, -1.865, 7.189], [2.072, -3.092, 8.236], [1.723, -4.068, 6.052], [3.436, -4.000, 6.392], [2.994, -3.413, 4.066], [3.744, -2.077, 4.909], [2.011, -1.238, 3.447], [1.530, -0.928, 5.104], [0.514, -3.233, 3.355], [-0.371, -1.751, 3.742], [-0.015, -2.917, 5.018]], "atomic_forces_ev_per_a": [[0.16, 0.43, -0.05], [-0.40, -0.16, 0.97], [1.40, 0.08, 0.06], [0.00, 0.65, -0.48], [0.50, -0.68, 0.08], [-0.21, 0.28, -0.70], [0.99, -0.25, -0.92], [0.05, -0.96, -0.69], [-0.03, 0.44, 1.19], [0.04, -1.48, -0.24], [0.96, 0.87, -0.46], [-0.02, 0.37, -0.83], [-1.16, 0.00, -0.29], [0.16, 0.02, 0.23], [-0.32, 0.15, -0.73], [-2.99, 1.40, 1.06], [-2.83, -0.03, -2.53], [1.20, -1.40, -2.99], [4.25, -1.56, 0.06], [1.82, 0.52, 2.34], [-1.24, 1.53, 2.83], [-1.43, 0.87, 0.81], [-0.79, 0.17, 0.02], [0.65, -0.83, 2.80], [0.18, 0.02, -0.22], [-0.12, -0.57, 0.75], [1.63, -0.66, -0.21], [-0.89, -1.49, -0.42], [-0.25, 1.40, -1.15], [-0.57, 1.67, -0.43], [-1.61, -0.66, 0.57], [1.22, -0.46, -0.93], [-0.58, -1.54, 0.67], [-1.50, 1.04, -0.32], [-0.41, -0.86, 1.44], [0.78, -0.90, 1.01], [-0.23, 1.39, 0.98], [0.25, -1.19, -1.08], [-1.05, 1.34, -0.33], [-0.24, 1.41, 0.81], [0.76, -0.82, 0.81], [-1.70, -0.20, -0.16], [1.02, 0.56, 0.90], [-0.56, -0.64, -1.26], [-0.72, 1.58, 0.13], [0.66, 0.65, 1.53], [0.44, -1.66, -0.57], [0.74, 1.42, 0.14], [0.27, -0.79, -1.12], [-1.20, -0.02, 0.94], [1.32, 0.96, 0.77], [-0.85, -0.21, -1.79], [-0.98, -0.74, 1.33], [-0.84, -0.41, -1.81], [0.69, -0.95, -1.69], [1.87, -0.77, -0.08], [1.10, 0.22, 1.71], [-0.62, 0.87, 1.69], [0.95, 1.02, -1.18], [-1.27, -0.42, -1.41], [0.74, -1.41, 0.36], [-0.27, 0.19, -1.88], [1.04, 1.11, 0.00], [0.05, -0.03, 0.14], [0.06, 0.04, -0.13], [-0.02, -0.17, -0.05], [0.04, 0.16, 0.12], [-0.07, 0.03, -0.12], [-0.04, -0.10, 0.19], [0.04, 0.02, -0.03], [-0.04, 0.09, -0.04], [-0.04, -0.01, 0.04], [-0.01, 0.00, -0.06], [-0.12, -0.05, 0.05], [-0.01, 0.06, 0.02], [0.01, -0.02, 0.04], [0.00, -0.01, 0.03], [0.01, -0.06, -0.04], [0.08, 0.02, 0.02], [0.01, 0.04, -0.05], [0.07, -0.02, 0.01], [0.05, -0.02, -0.12], [-0.06, 0.01, -0.03], [-0.08, 0.14, 0.08], [0.07, -0.14, 0.02], [-0.16, -0.09, -0.06], [0.14, 0.15, 0.02], [0.02, -0.10, -0.05], [-0.09, 0.20, -0.10], [0.03, -0.05, 0.04], [0.09, 0.00, -0.04], [-0.02, 0.04, -0.05], [0.02, -0.05, -0.03], [-0.04, 0.04, -0.07], [0.06, 0.04, -0.02], [-0.03, 0.03, 0.02], [-0.03, 0.03, 0.01], [-0.04, -0.06, -0.01], [0.04, -0.03, 0.09], [0.07, 0.01, 0.01], [-0.04, 0.04, 0.14], [0.01, -0.10, 0.03], [0.00, -0.04, -0.05]], "mulliken_charge": [-0.78, -0.51, -0.29, -0.76, -0.67, 0.07, -0.31, -1.06, -0.55, -0.30, -0.37, -0.28, -0.22, -0.48, 0.19, 0.28, -0.36, -0.42, -0.24, -0.44, -0.32, 0.70, -0.25, 0.04, -0.90, -0.19, 0.19, 0.25, 0.19, 0.25, 0.35, 0.13, 0.34, 0.37, 0.27, 0.28, 0.25, -0.28, 0.20, 0.24, 0.24, 0.23, 0.31, -0.03, 0.45, 0.42, 0.13, 0.21, 0.15, 0.13, 0.41, -0.28, 0.30, 0.21, 0.24, 0.19, 0.25, 0.31, -0.63, 0.48, 0.31, 0.31, 0.07, -1.29, 0.41, -0.71, -0.89, -0.36, -1.18, 0.35, 0.40, 0.29, 0.27, -0.32, 0.36, 0.43, 0.38, 0.33, 0.37, 0.24, 0.29, 0.37, 0.29, -1.19, -0.37, -0.87, -0.56, 0.42, -0.97, 0.28, 0.38, 0.29, 0.23, 0.38, 0.30, 0.41, 0.23, 0.40, -0.42, 0.37, -0.11, 0.40, 0.38]}

***

Entry 2:
{"formula": "C5H6O2", "method": "ωB97M-V/def2-TZVPD", "e_above_lowest_kj_mol": 203.0, "e_homo_ev": -9.73, "fmax_ev_per_a": 1.001, "total_energy_ha": -344.52460, "orbital_gap_ev": 10.53, "elements": ["O", "C", "C", "C", "C", "O", "C", "H", "H", "H", "H", "H", "H"], "coordinates": [[-2.748, -0.553, 0.368], [-1.613, -0.298, 0.077], [-0.799, 1.004, 0.035], [0.426, 0.109, -0.142], [1.765, 0.247, 0.423], [1.515, 0.343, -0.976], [-0.408, -1.155, -0.317], [-0.858, 1.642, 0.923], [-1.011, 1.597, -0.858], [2.081, 1.213, 0.748], [2.284, -0.663, 0.785], [-0.443, -1.461, -1.371], [-0.189, -2.025, 0.306]], "atomic_forces_ev_per_a": [[0.48, 0.13, -0.11], [-0.61, -0.10, 0.08], [-0.06, 0.11, -0.10], [0.07, -0.11, 0.31], [0.13, -0.79, -0.08], [0.17, -0.12, -0.88], [-0.04, -0.12, 0.10], [0.04, -0.15, -0.16], [-0.07, -0.03, 0.04], [0.17, 0.28, 0.95], [-0.16, 0.73, -0.31], [-0.04, 0.07, 0.18], [-0.08, 0.11, -0.03]], "mulliken_charge": [-0.55, 0.34, -0.53, 0.65, -0.44, -0.51, -0.57, 0.30, 0.26, 0.27, 0.22, 0.25, 0.32]}

***

Entry 3:
{"formula": "C3H3F2NS", "method": "ωB97M-V/def2-TZVPD", "e_above_lowest_kj_mol": 268.4, "e_homo_ev": [-8.64, -8.64], "fmax_ev_per_a": 3.078, "total_energy_ha": -768.65819, "orbital_gap_ev": [8.24, 8.24], "elements": ["C", "C", "C", "N", "F", "F", "S", "H", "H", "H"], "coordinates": [[-0.137, -1.439, 0.412], [0.815, -0.558, -0.005], [-0.816, 0.922, -0.282], [0.546, 0.715, -0.402], [2.073, -0.882, -0.349], [1.360, 1.571, 0.689], [-1.617, -0.633, 0.522], [0.087, -2.534, 0.661], [-1.134, 1.951, 0.108], [-1.177, 0.889, -1.353]], "atomic_forces_ev_per_a": [[2.36, -0.07, -0.08], [1.34, -1.97, -1.12], [-2.83, 0.84, -0.88], [1.73, 0.98, 1.26], [-0.18, -0.56, 0.64], [-1.19, -0.64, -0.69], [-1.35, 1.29, 0.30], [-0.58, 1.94, -0.46], [0.61, -1.75, -0.11], [0.08, -0.06, 1.13]], "mulliken_charge": [-0.13, 0.26, -0.36, -0.06, -0.25, -0.34, -0.13, 0.34, 0.36, 0.30]}

***

Entry 4:
{"formula": "C2H5N2O2S", "method": "ωB97M-V/def2-TZVPD", "e_above_lowest_kj_mol": 127.3, "e_homo_ev": -13.62, "fmax_ev_per_a": 4.008, "total_energy_ha": -736.99761, "charge": 1, "orbital_gap_ev": 9.67, "elements": ["C", "C", "N", "N", "O", "O", "S", "H", "H", "H", "H", "H"], "coordinates": [[-0.172, -0.875, -0.232], [-3.091, -0.317, -1.988], [3.101, 0.794, 0.964], [-1.459, -0.292, 0.236], [0.693, -0.150, 0.280], [-3.454, -0.443, -3.063], [2.422, -0.494, 0.352], [3.492, 0.899, 1.971], [3.809, 1.289, 0.330], [-1.528, -0.536, 1.306], [-2.274, -0.614, -0.252], [-1.539, 0.738, 0.095]], "atomic_forces_ev_per_a": [[0.71, -1.30, -0.92], [-1.37, -0.43, -3.45], [3.29, 2.11, 0.91], [-0.45, 1.18, 3.27], [-0.41, 1.73, 0.93], [0.91, 0.38, 2.76], [0.82, -1.70, -0.23], [-1.57, -0.76, -2.01], [-1.91, -0.64, 0.89], [-0.01, 0.74, -2.28], [-0.47, -0.91, -0.42], [0.47, -0.39, 0.54]], "mulliken_charge": [-0.17, 0.03, -0.44, -0.15, -0.15, -0.09, 0.21, 0.32, 0.33, 0.42, 0.30, 0.39]}

***

Entry 5:
{"formula": "C6H12FN", "method": "ωB97M-V/def2-TZVPD", "e_above_lowest_kj_mol": 334.6, "e_homo_ev": -6.70, "fmax_ev_per_a": 4.017, "total_energy_ha": -390.30333, "orbital_gap_ev": 7.55, "elements": ["C", "C", "C", "C", "C", "C", "N", "F", "H", "H", "H", "H", "H", "H", "H", "H", "H", "H", "H", "H"], "coordinates": [[0.186, 2.071, 0.713], [0.496, 0.768, 1.480], [-0.895, 1.790, -0.312], [-0.151, -0.179, 0.476], [1.711, -2.594, -0.640], [-2.030, -0.159, -1.075], [-1.107, 0.343, -0.306], [-0.476, -1.414, 0.881], [-0.135, 2.854, 1.404], [1.111, 2.200, 0.157], [1.509, 0.512, 1.395], [0.059, 0.776, 2.425], [-1.815, 2.122, 0.219], [-0.654, 2.038, -1.358], [1.281, -3.305, -1.349], [2.810, -2.948, -0.334], [1.818, -1.601, -1.200], [-2.591, 0.437, -1.783], [1.059, -2.480, 0.264], [-2.185, -1.232, -1.057]], "atomic_forces_ev_per_a": [[1.44, -0.46, -0.22], [-1.85, -0.30, -3.55], [-1.02, -0.24, 1.03], [-1.13, 0.32, 0.57], [2.06, 0.57, 0.33], [-0.93, -1.45, -0.37], [1.59, 0.70, 0.18], [-0.16, -1.14, 0.49], [0.60, 0.23, -0.42], [0.07, 1.22, 0.23], [1.59, 0.07, 0.95], [-0.50, -0.40, 1.87], [0.10, 0.58, -1.58], [-0.61, 0.73, 0.66], [0.08, -0.06, 0.23], [-2.46, 0.70, -0.66], [-0.20, -1.28, 0.98], [0.29, 0.25, 0.36], [0.95, -0.24, -1.11], [0.10, 0.20, 0.03]], "mulliken_charge": [-0.59, -0.58, -0.79, 0.08, -0.81, -0.51, 0.17, -0.36, 0.36, 0.25, 0.24, 0.37, 0.37, 0.44, 0.26, 0.24, 0.17, 0.25, 0.18, 0.25]}